Entry from the OMol25 dataset: 2 unconnected molecules or ions with the total composition C2H10N2O (ωB97M-V/def2-TZVPD).

Each atom is followed by the atoms it is bonded to, with distances in Å.
Cartesian coordinates (Å):
1 N 1.75987 -1.58991 0.81470  H4 1.009, C11 1.474, H12 1.015
2 H 0.84585 0.31404 0.45310  C11 1.092
3 H -0.83864 -2.17766 0.04762  C10 1.093
4 H 2.64353 -1.42909 0.35579  N1 1.009
5 H -0.84026 -1.24493 1.55632  C10 1.093
6 H -0.69363 3.09140 -2.01634  N15 1.010
7 H -0.33727 3.18768 -0.44858  N15 1.017
8 H 0.88573 -0.79663 -0.91396  C11 1.089
9 H -2.41204 -0.36050 0.16997  O13 0.951
10 C -0.66470 -1.18808 0.47862  H3 1.093, H5 1.093, C11 1.518, O13 1.433
11 C 0.74986 -0.73538 0.16494  N1 1.474, H2 1.092, H8 1.089, C10 1.518
12 H 1.91220 -1.25752 1.76179  N1 1.015
13 O -1.52249 -0.21758 -0.13355  H9 0.951, C10 1.433
14 H -1.11209 1.86374 -1.05881  N15 1.015
15 N -0.37592 2.54041 -1.23162  H6 1.010, H7 1.017, H14 1.015

Its total energy is -266.93143 hartree. The value obtained for the LUMO energy is 0.91 eV. The largest force on an atom comes out at 0.55 eV Å⁻¹. The value obtained for the energy above the lowest of the compared OMol25 structures with the same formula, charge and spin is 0.349 eV. The SMILES is NCCO.N. Its spin multiplicity is 1. Its charge is 0.